# C7H12O

The ion C7H12O with charge -1 at a distorted geometry (ωB97M-V/def2-TZVPD, the Open Molecules 2025 dataset).

Geometry as ORCA input:
```
! wB97M-V def2-TZVPD RIJCOSX def2/J DEFGRID3
* xyz -1 2
O -0.551 -2.816 0.209
C -0.915 -2.026 -0.628
C -1.845 -0.859 -0.344
C -1.356 0.183 0.591
C 0.016 0.602 0.262
C 1.122 0.257 1.025
C 2.556 0.327 0.604
C 0.104 1.433 -1.015
H -0.594 -1.925 -1.554
H -2.320 -0.593 -1.303
H -2.663 -1.479 0.122
H -1.453 -0.138 1.697
H -2.039 1.050 0.531
H 0.960 -0.271 1.936
H 3.079 -0.656 0.683
H 2.743 0.794 -0.352
H 3.017 0.950 1.341
H -0.386 0.804 -1.687
H -0.527 2.411 -0.919
H 1.052 1.952 -1.198
*
```

Results
- Frontier orbital gap (spin up / spin down): 3.15 / 7.69 eV
- LUMO (spin up / spin down): 4.12 / 3.87 eV

# BrH3O3P

The ion BrH3O3P with charge +1 at a distorted geometry (ωB97M-V/def2-TZVPD, the Open Molecules 2025 dataset).

Geometry as ORCA input:
```
! wB97M-V def2-TZVPD RIJCOSX def2/J DEFGRID3
* xyz 1 1
O 0.352 1.189 0.852
O -1.268 -0.677 0.456
O 1.145 -0.969 -0.129
P -0.022 0.037 -0.101
Br -0.414 0.798 -2.089
H -0.304 1.832 1.139
H -1.542 -1.536 0.121
H 2.053 -0.675 -0.248
*
```

Results
- Frontier orbital gap: 12.33 eV
- LUMO: -4.15 eV

# C6H32N2O8

A cluster of 9 separate species, C6H32N2O8 in total at a distorted geometry (ωB97M-V/def2-TZVPD, the Open Molecules 2025 dataset).

Geometry as ORCA input:
```
! wB97M-V def2-TZVPD RIJCOSX def2/J DEFGRID3
* xyz 0 1
C -0.601 -1.706 -3.101
C -0.303 -1.064 -1.744
N -1.598 -0.773 -1.098
C -1.533 0.330 -0.125
C -2.006 -0.342 1.175
N -0.924 -0.222 2.289
C -1.041 1.023 3.172
C 0.229 1.878 2.879
H -0.864 -1.066 -4.064
H -1.592 -2.163 -2.908
H 0.176 -2.273 -3.616
H 0.286 -0.114 -1.835
H 0.196 -1.792 -1.157
H -2.276 -0.515 -1.842
H -0.495 0.646 -0.103
H -2.059 1.241 -0.335
H -2.843 0.215 1.554
H -2.298 -1.417 1.140
H 0.048 -0.356 2.004
H -2.054 1.497 3.152
H -0.939 0.764 4.218
H 1.117 1.478 3.281
H 0.066 2.819 3.267
H 0.213 2.075 1.756
O -1.482 -2.881 2.962
H -0.651 -2.661 2.623
H -2.015 -2.162 3.255
O 1.593 1.254 -0.523
H 1.410 0.446 -0.169
H 2.593 1.357 -0.686
O -1.540 2.192 -2.938
H -0.789 2.521 -2.528
H -1.414 1.189 -2.890
O 1.709 -2.031 0.303
H 1.032 -2.580 0.710
H 2.454 -1.871 1.091
O -0.275 -3.718 0.620
H -0.928 -4.405 0.899
H -0.693 -3.153 0.133
O 2.611 1.326 -3.196
H 1.749 1.718 -3.271
H 2.347 0.445 -2.689
O 4.073 1.815 0.690
H 3.303 1.979 1.285
H 4.233 0.813 0.937
O 0.413 3.122 -1.571
H 1.179 2.666 -2.103
H 0.186 2.456 -0.901
*
```

Results
- Frontier orbital gap: 8.41 eV
- LUMO: -0.30 eV
- SMILES: CCNCCNCC.O.O.O.O.O.O.O.O

# C27H32ClIrN3O5S

A structure of composition C27H32ClIrN3O5S at a distorted geometry (ωB97M-V/def2-TZVPD, the Open Molecules 2025 dataset).

Geometry as ORCA input:
```
! wB97M-V def2-TZVPD RIJCOSX def2/J DEFGRID3
* xyz -1 5
Ir 0.122 -0.103 0.440
Cl -0.138 -0.787 -1.771
N -1.904 -0.006 0.450
N 2.063 0.258 -0.073
C -2.609 -0.819 1.212
C 2.927 -0.713 0.117
C -2.884 0.778 -0.393
C -4.103 0.718 0.513
C -3.233 0.039 -1.673
C -2.406 2.172 -0.718
H -3.607 -0.969 -1.454
H -2.362 -0.029 -2.327
H -4.031 0.601 -2.175
H -2.086 2.708 0.182
H -3.244 2.712 -1.180
H -1.572 2.143 -1.428
C 2.670 1.322 -0.961
C 4.045 0.728 -1.215
C 2.748 2.641 -0.222
C 1.939 1.534 -2.268
H 1.848 0.597 -2.823
H 2.536 2.234 -2.868
H 0.950 1.976 -2.111
H 3.279 2.505 0.727
H 1.747 3.054 -0.040
H 3.318 3.346 -0.842
O 4.089 -0.540 -0.482
H 4.859 1.362 -0.842
H 4.227 0.489 -2.269
O -3.900 -0.526 1.284
H -5.064 0.632 -0.013
H -4.135 1.565 1.215
C -2.050 -2.004 1.913
C 2.671 -1.943 0.915
C 1.396 -2.621 0.535
H 2.564 -1.608 1.957
H 3.529 -2.609 0.826
C 0.182 -1.977 0.824
C -1.021 -2.659 1.051
H 0.512 1.149 1.591
C -1.150 -3.854 0.337
C -0.020 -4.382 -0.304
C -2.513 -4.478 0.209
C 1.256 -3.819 -0.171
H -0.127 -5.297 -0.881
C 2.477 -4.412 -0.824
H 2.218 -5.300 -1.414
H 3.235 -4.702 -0.079
H 2.938 -3.666 -1.492
H -2.942 -4.721 1.193
H -2.473 -5.397 -0.389
H -3.200 -3.770 -0.285
H -2.855 -2.683 2.191
H -1.549 -1.621 2.817
O -1.613 5.540 1.538
S -0.248 5.061 1.505
O 0.725 5.735 0.673
N -0.270 3.385 1.183
C -0.076 2.737 2.293
O -0.123 1.376 2.315
C 0.515 3.445 3.371
C 1.064 2.898 4.528
C 1.452 3.784 5.520
C 1.323 5.174 5.336
C 0.780 5.706 4.137
C 0.417 4.798 3.137
H 1.093 1.826 4.633
H 1.873 3.391 6.454
H 1.665 5.854 6.124
H 0.671 6.770 3.993
*
```

Results
- Frontier orbital gap (spin up / spin down): 4.23 / 6.61 eV
- LUMO (spin up / spin down): 2.49 / 1.64 eV

# C2H3CdFO

A structure of composition C2H3CdFO at a distorted geometry (ωB97M-V/def2-TZVPD, the Open Molecules 2025 dataset).

Geometry as ORCA input:
```
! wB97M-V def2-TZVPD RIJCOSX def2/J DEFGRID3
* xyz 0 1
Cd 0.886 -0.992 -1.571
O 0.837 -0.057 0.153
C -0.426 0.370 -0.196
C -1.012 -0.232 -1.249
H -0.896 1.023 0.555
H -2.041 0.047 -1.488
F 1.510 -0.131 2.401
H 1.142 -0.028 1.397
*
```

Results
- Frontier orbital gap: 6.94 eV
- LUMO: -2.27 eV

# C4H9NO3

A cluster of 2 separate species, C4H9NO3 in total at a distorted geometry (ωB97M-V/def2-TZVPD, the Open Molecules 2025 dataset).

Geometry as ORCA input:
```
! wB97M-V def2-TZVPD RIJCOSX def2/J DEFGRID3
* xyz 0 1
C 2.046 0.070 -0.485
C -2.679 -0.917 -0.097
C 2.527 0.185 0.910
N -1.739 0.170 0.058
C -0.406 0.027 -0.214
O 0.258 1.087 -0.490
O -2.325 1.402 -0.354
O 0.162 -1.087 -0.106
H -1.549 1.976 -0.478
H 2.141 -0.893 -0.965
H 2.258 0.896 -1.147
H -2.989 -1.029 -1.141
H -3.555 -0.711 0.516
H -2.195 -1.828 0.242
H 2.208 -0.655 1.521
H 3.626 0.184 0.864
H 2.213 1.122 1.366
*
```

Results
- Frontier orbital gap: 8.67 eV
- LUMO: -0.09 eV